*1*
ORCA calculation (ωB97M-V/def2-TZVPD) on 2 unconnected molecules or ions with the total composition CH4N2O3.

Structure (XYZ):
```
10
Properties=species:S:1:pos:R:3:lowdin_charge:R:1
C -0.17260 0.40312 -0.78853 -0.52
N -0.99646 -0.83700 -0.71830 0.04
N 1.19006 0.27724 1.65733 -0.23
O 1.78051 -0.62693 2.12530 0.16
O 0.53847 1.21990 1.93774 0.13
O 1.02794 0.22797 -0.58831 0.03
H -0.25741 0.96836 -1.69225 0.14
H -0.63251 1.11986 -0.13176 0.12
H -1.93129 -0.98896 -1.07876 0.06
H -0.54671 -1.76357 -0.72247 0.08
```

* spin multiplicity: 1
* E_LUMO (spin up / spin down): -1.356 / -0.782 eV
* Kohn-Sham gap (spin up / spin down): 7.8 / 8.4 eV
* E_HOMO (spin up / spin down): -9.13 / -9.15 eV

***

*2*
ORCA calculation (ωB97M-V/def2-TZVPD) on 2 unconnected molecules or ions with the total composition CH4N2O3.

Structure (XYZ):
```
10
Properties=species:S:1:pos:R:3:lowdin_charge:R:1
H -2.60519 0.12039 0.81261 0.04
N -2.01866 0.82536 1.18133 0.13
C -0.81322 0.55800 1.23243 -0.35
O -0.20464 -0.48153 0.64545 -0.05
N 1.24590 -0.51466 0.57713 -0.01
O 1.72849 -1.52982 0.25919 0.08
H -0.22996 1.30047 1.74547 0.12
O 0.79675 0.13283 -1.88040 -0.05
H 0.39714 -0.59940 -2.18872 -0.03
H 1.70339 0.18836 -2.38450 0.12
```

* spin multiplicity: 1
* E_LUMO: -0.253 eV
* Kohn-Sham gap: 10.1 eV
* E_HOMO: -10.30 eV

***

The structure with the least stability is *1*.

***

*1*
ORCA calculation (ωB97M-V/def2-TZVPD) on a single C6H4O2 molecule.

Structure (XYZ):
```
12
Properties=species:S:1:pos:R:3:lowdin_charge:R:1
C 0.40538 2.32935 -0.39163 0.11
C -0.08298 1.46283 0.71164 -0.04
C -0.36940 0.02350 1.00174 -0.20
C -1.63409 -0.50159 0.22956 -0.10
C -2.67909 -0.73604 -0.40394 0.08
C 1.03906 -0.59557 0.08678 -0.51
O 1.97173 -1.28204 0.38396 0.12
O 0.83328 -0.57073 -1.22417 0.02
H 1.07167 3.18014 -0.92837 0.09
H -0.15541 -0.11344 2.13968 0.16
H -3.85810 -0.63910 -0.69680 0.11
H 0.42853 0.49961 -1.19768 0.16
```

* spin multiplicity: 1
* E_LUMO: -0.912 eV
* Kohn-Sham gap: 8.7 eV
* E_HOMO: -9.59 eV

***

*2*
ORCA calculation (ωB97M-V/def2-TZVPD) on a molecular structure, C6H4O2.

Structure (XYZ):
```
12
Properties=species:S:1:pos:R:3:lowdin_charge:R:1
C -0.79605 -1.58252 -1.21585 0.02
C 0.17894 -0.71764 -1.41853 -0.05
C 0.41183 0.03007 -0.27030 -0.15
C 0.89933 1.36253 0.39937 0.06
C 0.05515 1.37554 1.49136 -0.15
C -0.49469 -0.33676 0.51090 -0.51
H -0.80934 -2.59683 -1.65805 0.13
H 0.58780 -0.45748 -2.35888 0.11
H 1.76079 2.12992 0.23893 0.13
H 0.39348 1.66638 2.54235 0.15
O -0.91967 0.42620 1.52738 0.12
O -1.26756 -1.29940 0.21132 0.13
```

* spin multiplicity: 1
* E_LUMO: 1.029 eV
* Kohn-Sham gap: 9.8 eV
* E_HOMO: -8.78 eV

***

The structure with the least stability is *1*.

***

*1*
ORCA calculation (ωB97M-V/def2-TZVPD) on a single C3H4N2S molecule.

Structure (XYZ):
```
10
Properties=species:S:1:pos:R:3:lowdin_charge:R:1
N -1.71276 0.71951 -1.65505 0.16
C -1.51810 0.24279 -0.60520 -0.40
N -1.13655 -0.31681 0.54552 0.00
C 0.30461 -0.18706 0.74607 -0.62
C 1.18344 -0.23680 -0.42907 -0.41
S 1.04112 1.35981 0.34211 0.85
H -1.88920 -0.08057 1.24656 0.17
H 0.66537 -0.65521 1.70554 0.13
H 2.15686 -0.63083 -0.43849 0.06
H 0.90520 -0.21482 -1.45800 0.07
```

* spin multiplicity: 1
* E_LUMO: 0.575 eV
* Kohn-Sham gap: 9.8 eV
* E_HOMO: -9.21 eV

***

*2*
ORCA calculation (ωB97M-V/def2-TZVPD) on a molecular structure, C3H4N2S.

Structure (XYZ):
```
10
Properties=species:S:1:pos:R:3:lowdin_charge:R:1
C -0.57069 -0.52966 -0.39747 -0.16
C -1.85935 -1.11337 -0.08101 -0.28
C 0.18166 0.08845 0.52738 -0.31
N -2.19450 -1.10003 1.19185 -0.46
N 1.14262 1.03605 0.58229 0.04
S -1.25032 -0.31391 2.25299 0.77
H -0.45535 -0.63560 -1.43631 0.09
H -2.44285 -1.66315 -0.91574 0.13
H 2.06069 0.80747 0.94796 0.10
H 0.91672 1.78163 1.22966 0.09
```

* spin multiplicity: 1
* E_LUMO: 0.357 eV
* Kohn-Sham gap: 8.9 eV
* E_HOMO: -8.55 eV

***

*3*
ORCA calculation (ωB97M-V/def2-TZVPD) on a single C3H4N2S molecule.

Structure (XYZ):
```
10
Properties=species:S:1:pos:R:3:lowdin_charge:R:1
S -0.18959 -1.39105 -1.51413 0.72
C 0.49650 -0.05431 -0.38011 -0.60
C 0.49906 -0.50685 0.98401 -0.24
N -0.11614 0.31498 1.70951 0.02
N -0.75360 1.33739 0.94012 0.04
C -0.32123 1.22186 -0.27471 -0.15
H -1.43722 -1.43395 -0.96576 -0.12
H 1.46487 -0.01517 -0.87925 0.09
H 1.07611 -1.25344 1.51712 0.12
H -0.71877 1.78054 -1.13680 0.12
```

* spin multiplicity: 1
* E_LUMO: -0.167 eV
* Kohn-Sham gap: 9.5 eV
* E_HOMO: -9.67 eV

***

*4*
ORCA calculation (ωB97M-V/def2-TZVPD) on a single C3H4N2S molecule.

Structure (XYZ):
```
10
Properties=species:S:1:pos:R:3:lowdin_charge:R:1
C 0.16731 -1.00983 0.46065 -0.24
C -0.61608 -1.26685 -0.57692 -0.20
C 0.74756 1.45323 0.67297 -0.66
N 0.68694 0.06930 1.05470 -0.05
N -1.11984 -1.55435 -1.61049 0.18
S -0.26764 2.05245 -0.73653 0.55
H 0.30758 -1.99619 1.12207 0.15
H 0.55298 2.17921 1.55089 0.10
H 1.63902 1.69867 0.10038 0.04
H -2.09783 -1.62562 -2.03771 0.14
```

* spin multiplicity: 1
* E_LUMO (spin up / spin down): -0.512 / -1.688 eV
* Kohn-Sham gap (spin up / spin down): 8.4 / 5.9 eV
* E_HOMO (spin up / spin down): -8.96 / -7.57 eV

***

The structure with the least stability is *4*.

***

*1*
ORCA calculation (ωB97M-V/def2-TZVPD) on a gas-phase ion, C8H12ClN2 (charge +1).

Structure (XYZ):
```
23
Properties=species:S:1:pos:R:3:lowdin_charge:R:1
C -1.67128 0.79075 -1.05361 -0.05
C -0.22226 0.31186 -1.01678 -0.33
C 0.55033 0.04669 -2.25429 -0.02
C 1.77915 -0.48083 -2.13678 -0.05
C 2.08173 -1.33389 -0.97282 -0.05
C 1.24321 -1.42316 0.08613 -0.11
C -0.14508 -0.81867 0.05621 -0.72
Cl -1.28750 -2.12934 -0.03002 0.82
N -0.46672 -0.28928 1.55032 0.05
C -0.06273 0.81013 2.12529 -0.17
N -0.69064 1.26773 3.16514 0.20
H -2.33653 0.09280 -1.47363 0.06
H -1.74953 1.65999 -1.66477 0.09
H -2.09117 0.94917 -0.06899 0.07
H 0.30211 1.09824 -0.49972 0.13
H 0.27182 0.54404 -3.12136 0.10
H 2.49300 -0.44268 -2.98658 0.13
H 2.97537 -1.89727 -1.06575 0.10
H 1.53046 -2.09703 0.94900 0.13
H -1.46287 -0.71555 1.69026 0.14
H 0.76706 1.33090 1.59242 0.19
H -0.31782 2.05083 3.66521 0.14
H -1.49011 0.67457 3.46512 0.17
```

* spin multiplicity: 1
* total charge: +1
* E_LUMO: -3.647 eV
* Kohn-Sham gap: 8.6 eV
* E_HOMO: -12.28 eV

***

*2*
ORCA calculation (ωB97M-V/def2-TZVPD) on 2 unconnected molecules or ions with the total composition C8H12ClN2.

Structure (XYZ):
```
23
Properties=species:S:1:pos:R:3:lowdin_charge:R:1
C -1.48552 -2.24250 -0.00700 -0.07
C -2.70473 -1.64422 -0.13882 -0.06
C -0.31902 -1.56708 0.26808 -0.03
C -2.80387 -0.30945 0.06926 -0.04
C -0.32264 -0.19462 0.36304 -0.20
C -1.55586 0.42676 0.25394 -0.58
C 2.29523 -0.21612 0.16794 -0.03
C 1.07359 0.44316 0.52391 -0.37
N 1.13758 1.49445 1.30079 0.14
N 0.97805 1.45296 -1.21502 0.10
Cl -1.63398 2.10627 0.19453 0.82
H -1.32492 -3.31676 -0.24441 0.13
H -3.57424 -2.28789 -0.16407 0.13
H 0.65478 -2.09203 0.15074 0.13
H -3.64942 0.25287 -0.07831 0.08
H 3.11175 0.46673 -0.03600 0.11
H 2.56399 -0.98320 0.82399 0.10
H 2.27454 -0.74223 -0.76623 0.11
H 2.07559 1.96055 1.17618 0.16
H 0.37238 2.08949 1.70080 0.13
H 0.25255 2.13972 -1.12519 0.01
H 1.95490 1.87751 -1.26323 0.14
H 0.62927 0.88564 -1.95495 0.10
```

* spin multiplicity: 1
* total charge: +1
* E_LUMO: -3.473 eV
* Kohn-Sham gap: 9.3 eV
* E_HOMO: -12.82 eV

***

The structure with the least stability is *1*.

***

*1*
ORCA calculation (ωB97M-V/def2-TZVPD) on 2 unconnected molecules or ions with the total composition C4H10O3.

Structure (XYZ):
```
17
Properties=species:S:1:pos:R:3:lowdin_charge:R:1
C 2.27101 1.62813 0.08201 0.06
C 1.45959 0.82950 0.77091 -0.52
O 0.68407 1.24737 1.78986 0.09
O 1.16063 -0.44065 0.37817 -0.02
H 2.57096 2.57512 0.48669 0.06
H 2.73929 1.29389 -0.82639 0.05
H -0.01783 0.58785 1.94572 0.11
H 1.27234 -0.56651 -0.65137 0.17
C -1.22746 -0.17915 -1.16873 -0.07
C -1.68062 -1.34393 -0.13042 -0.28
O -1.19887 -1.17658 1.16141 -0.10
H -1.54619 0.75385 -0.70813 0.07
H -0.24476 0.03704 -1.59801 0.05
H -1.87287 -0.28937 -2.03789 0.06
H -2.76830 -1.32007 -0.04209 0.11
H -1.36688 -2.29730 -0.56714 0.10
H -0.23412 -1.33920 1.11541 0.07
```

* spin multiplicity: 1
* E_LUMO: 0.526 eV
* Kohn-Sham gap: 9.3 eV
* E_HOMO: -8.76 eV

***

*2*
ORCA calculation (ωB97M-V/def2-TZVPD) on 2 unconnected molecules or ions with the total composition C4H10O3.

Structure (XYZ):
```
17
Properties=species:S:1:pos:R:3:lowdin_charge:R:1
O -3.30130 -0.16435 1.16796 0.07
C -2.62665 0.28111 0.28373 -0.28
C -1.60294 -0.48946 -0.50085 -0.16
C -0.18020 -0.12092 -0.06440 -0.20
C 0.85388 -0.93768 -0.85354 -0.29
O 2.15620 -0.82658 -0.38712 -0.04
H -2.78407 1.30797 -0.10873 0.13
H -1.71407 -1.57281 -0.46008 0.12
H -1.65562 -0.19153 -1.54009 0.12
H -0.00215 0.94163 -0.22868 0.12
H 0.09465 -0.31666 0.97939 0.12
H 0.83629 -0.63606 -1.90782 0.12
H 0.45924 -1.94549 -0.95085 0.12
H 2.37284 0.03473 -0.02313 0.04
O 2.68691 1.52902 1.31294 -0.05
H 2.00599 0.85427 1.38595 0.01
H 2.40099 2.25281 1.89531 0.06
```

* spin multiplicity: 1
* E_LUMO: 0.517 eV
* Kohn-Sham gap: 10.5 eV
* E_HOMO: -10.02 eV

***

The structure with the least stability is *1*.

***

*1*
ORCA calculation (ωB97M-V/def2-TZVPD) on 2 unconnected molecules or ions with the total composition C4H10O3.

Structure (XYZ):
```
17
Properties=species:S:1:pos:R:3:lowdin_charge:R:1
C 0.47081 2.90875 1.44390 -0.07
C 0.75489 1.41754 1.51033 -0.23
O -0.22007 0.85633 0.66333 -0.02
C -0.14476 -0.37541 0.27484 -0.56
C -1.45426 -0.72975 -0.46458 0.02
O 0.80694 -1.12693 0.40827 0.08
H -0.62845 2.98971 1.48484 0.08
H 0.81581 3.29302 0.46926 0.08
H 0.89988 3.53777 2.24193 0.08
H 1.78320 1.05832 1.31295 0.13
H 0.46447 1.06861 2.51997 0.13
H -2.01725 -1.59811 -0.08302 0.09
H -1.03579 -0.98801 -1.45190 0.09
H -2.15228 0.11525 -0.58843 0.08
O 0.23686 -4.22708 -3.48018 -0.09
H 1.03976 -3.71073 -3.71888 0.05
H 0.38024 -4.48928 -2.54265 0.05
```

* spin multiplicity: 1
* E_LUMO: 0.791 eV
* Kohn-Sham gap: 11.2 eV
* E_HOMO: -10.39 eV

***

*2*
ORCA calculation (ωB97M-V/def2-TZVPD) on 2 unconnected molecules or ions with the total composition C4H10O3.

Structure (XYZ):
```
17
Properties=species:S:1:pos:R:3:lowdin_charge:R:1
C -1.61591 -0.90059 0.43287 -0.08
C 1.10209 0.78384 0.92170 0.01
C -0.96149 0.14804 -0.47675 -0.19
C 0.51847 0.12814 -0.27855 -0.34
O 1.26915 -0.68545 -0.95243 0.06
O 1.30849 0.71884 -2.95276 -0.17
O 0.78875 1.68744 -2.09246 -0.27
H -1.39183 -0.70749 1.48138 0.07
H -1.25792 -1.89780 0.18328 0.08
H -2.69525 -0.87548 0.30023 0.08
H 1.77984 1.57339 0.60000 0.10
H 0.33385 1.22182 1.55047 0.09
H 1.68980 0.05931 1.48619 0.10
H -1.34399 1.13971 -0.24014 0.13
H -1.19965 -0.07636 -1.51744 0.12
H 1.23410 -0.41648 -1.95723 0.10
H 2.23930 0.97226 -3.04890 0.10
```

* spin multiplicity: 1
* E_LUMO (spin up / spin down): 0.355 / 0.354 eV
* Kohn-Sham gap (spin up / spin down): 8.5 / 8.5 eV
* E_HOMO (spin up / spin down): -8.14 / -8.14 eV

***

*3*
ORCA calculation (ωB97M-V/def2-TZVPD) on 2 unconnected molecules or ions with the total composition C4H10O3.

Structure (XYZ):
```
17
Properties=species:S:1:pos:R:3:lowdin_charge:R:1
O 3.01776 -0.28480 1.24652 0.06
C 2.19214 -0.58865 0.42698 -0.27
C 0.74015 -0.26786 0.59145 -0.16
C 0.41183 1.16881 0.13764 -0.18
C -0.94793 1.24628 -0.51660 -0.27
O -1.14894 2.59942 -0.93821 -0.08
H 2.51756 -1.08785 -0.50262 0.12
H 0.42977 -0.40037 1.63516 0.13
H 0.06420 -0.95219 0.07882 0.07
H 0.39768 1.86701 0.96955 0.12
H 1.14354 1.54686 -0.58445 0.12
H -0.99851 0.58193 -1.36738 0.11
H -1.69975 0.99698 0.23764 0.12
H -1.69301 2.64318 -1.73832 0.09
O -1.45306 -2.85163 0.43442 -0.06
H -2.10575 -3.51629 0.19887 0.04
H -0.86769 -2.70084 -0.30948 0.02
```

* spin multiplicity: 1
* E_LUMO: 0.506 eV
* Kohn-Sham gap: 10.4 eV
* E_HOMO: -9.87 eV

***

*4*
ORCA calculation (ωB97M-V/def2-TZVPD) on a single C4H10O3 molecule.

Structure (XYZ):
```
17
Properties=species:S:1:pos:R:3:lowdin_charge:R:1
C 1.07797 1.68674 0.66958 0.02
O -0.09221 1.20624 -0.29714 -0.11
C -0.36965 -0.14780 -0.14942 -0.62
C -0.60872 -0.79064 -1.51426 -0.01
C -1.56971 -0.38236 0.77310 0.00
O 0.78520 -0.74713 0.55692 -0.15
O 1.85339 -1.24737 -0.29864 -0.01
H 1.23996 1.25979 1.65783 0.08
H 0.78246 2.72348 0.81741 0.07
H 1.95974 1.64581 0.03271 0.08
H -0.71192 -1.87609 -1.43567 0.09
H 0.20991 -0.55882 -2.20170 0.09
H -1.50949 -0.37331 -1.97536 0.09
H -1.45296 0.16961 1.70868 0.09
H -1.66548 -1.44462 1.01932 0.09
H -2.49570 -0.04786 0.29626 0.09
H 2.56721 -1.07565 0.34039 0.10
```

* spin multiplicity: 1
* E_LUMO: 0.838 eV
* Kohn-Sham gap: 10.6 eV
* E_HOMO: -9.76 eV

***

The structure with the least stability is *2*.